Molecular formula: C5H12N2O3
Method: DFT, the ωB97M-V functional and the def2-TZVPD basis

XYZ file:
```
22
Properties=species:S:1:pos:R:3:forces:R:3:lowdin_charge:R:1
C -2.276873 -0.428198 0.835802 -0.0026 0.0343 0.2948 -0.053
C -1.650160 -0.597057 -0.539315 -0.4587 0.4283 -0.1810 -0.363
O -2.290251 0.342361 -1.419376 0.5591 0.2670 0.0844 -0.065
C -0.091573 -0.474034 -0.643726 0.1464 -0.4087 -0.2904 -0.254
N 0.253209 0.477533 -1.751689 0.2474 -0.7302 0.0247 0.039
C 0.630823 -0.013393 0.645566 -0.0517 0.4969 -0.7867 -0.252
O 0.435945 1.398279 0.818737 0.0682 -0.3967 -0.2898 -0.044
C 2.135587 -0.334338 0.588273 1.1002 -0.1505 0.0038 -0.481
N 2.907796 0.484579 1.366006 -0.4874 0.2365 -0.1239 0.165
O 2.629319 -1.260118 -0.045448 -0.7319 0.4340 0.2374 0.045
H -2.101962 0.576722 1.233399 0.1966 -0.1501 -0.0357 0.085
H -1.906036 -1.171792 1.546182 -0.0246 0.0512 0.0193 0.080
H -3.365236 -0.539958 0.767467 0.2589 -0.1233 -0.1540 0.085
H -1.931239 -1.585909 -0.921553 0.0810 0.1737 -0.0050 0.139
H -1.724038 1.138945 -1.403245 -0.5492 -0.3495 -0.0519 0.085
H 0.278803 -1.467829 -0.925469 0.0825 0.1432 0.4271 0.139
H -0.306678 0.200252 -2.567533 0.1908 0.2988 0.4405 0.097
H 1.219480 0.282872 -2.036841 -0.2821 0.1434 0.2579 0.096
H 0.250671 -0.527439 1.533638 -0.1179 0.1228 -0.1627 0.151
H 0.484057 1.752434 -0.095481 -0.1172 -0.1021 0.4427 0.092
H 2.505746 1.354006 1.701820 0.1532 -0.3597 -0.1181 0.101
H 3.912611 0.392082 1.312787 -0.2608 -0.0590 -0.0335 0.113
```
Positions in Å, forces in eV/Å.

Computed properties:
- maximum force (hartree/bohr) = 0.022
- SMILES string = C[C@@H](O)[C@@H](N)[C@H](O)C(N)=O
- multiplicity = 1
- charge = 0
- E_HOMO (eV) = -9.74

***

Molecular formula: C39H55CsNOP3S2
Method: DFT, the ωB97M-V functional and the def2-TZVPD basis

XYZ file:
```
102
Properties=species:S:1:pos:R:3:forces:R:3:lowdin_charge:R:1
Cs 0.489130 -0.657790 0.112027 -0.1521 0.7384 0.0427 0.693
C -3.697200 2.849411 -0.352025 0.0064 -0.0110 0.0044 -0.106
C -3.106653 2.038398 0.608589 -0.0076 0.0081 0.0204 -0.112
C -1.894466 2.419758 1.170687 0.0942 0.0128 -0.0427 -0.093
C -1.271103 3.590949 0.759786 -0.0063 -0.0086 0.0175 -0.097
C -1.859758 4.394697 -0.207948 -0.0026 0.0012 0.0028 -0.108
C -3.078320 4.024210 -0.760726 -0.0099 0.0037 -0.0127 -0.115
H -4.633994 2.545262 -0.803668 -0.0001 0.0057 -0.0042 0.099
H -3.552418 1.092649 0.896375 0.0053 -0.0001 0.0050 0.025
H -1.420825 1.788201 1.912697 -0.0586 -0.0682 0.0115 0.099
H -0.315655 3.868985 1.187507 0.0031 0.0003 -0.0058 0.080
H -1.359469 5.297391 -0.538415 -0.0106 0.0030 -0.0087 0.093
H -3.538434 4.640751 -1.524523 0.0101 0.0068 -0.0012 0.090
C 4.239455 1.208369 3.097270 -0.0513 0.0060 0.0336 -0.132
C 3.565479 2.388603 2.396608 0.0254 0.0999 0.0211 -0.580
C 2.355807 2.821204 3.231755 -0.0256 0.0163 0.0114 -0.129
P 2.950949 1.912681 0.700620 0.2781 -0.0169 0.0357 1.054
C 2.577853 3.601920 -0.011327 -0.0236 0.0202 0.0248 -0.555
C 3.753515 4.564734 -0.131535 0.0361 0.0036 0.0045 -0.123
C 1.901038 3.419720 -1.365741 -0.0205 0.0056 -0.0743 -0.149
C 4.496607 1.469884 -0.188590 0.0046 0.0081 -0.0341 -0.312
C 5.744640 1.967663 0.168004 -0.0087 0.0004 0.0603 -0.147
C 6.913908 1.602611 -0.487784 -0.0536 0.0094 0.0082 -0.139
C 6.810626 0.709308 -1.552984 0.0318 -0.0204 -0.0191 -0.130
C 5.591101 0.198240 -1.942738 -0.0083 0.0251 -0.0131 -0.055
C 4.377953 0.562880 -1.291893 0.0351 0.0278 0.0143 -0.336
N 3.146948 0.195219 -1.693185 -0.0653 0.0478 0.0219 -0.001
C 2.853593 -0.997207 -2.283134 -0.0611 0.1550 -0.0348 -0.390
C 3.611829 -2.182392 -2.128529 0.0040 -0.0349 0.0196 -0.072
C 3.135916 -3.410488 -2.548879 0.0268 -0.0006 0.0098 -0.107
C 1.890424 -3.529561 -3.150327 -0.0107 0.0448 0.0271 -0.124
C 1.148197 -2.374827 -3.348649 -0.0141 -0.0566 -0.0425 -0.135
C 1.604745 -1.117223 -2.968050 0.0718 0.0406 -0.2319 -0.392
P 0.655305 0.424935 -3.297251 0.0416 -0.2015 0.2621 1.062
C -1.113004 -0.179956 -3.429398 0.0105 -0.0773 -0.0399 -0.558
C -1.638601 -0.708186 -4.763146 -0.0360 0.0043 -0.0413 -0.127
C -2.021744 0.947967 -2.937725 -0.0342 0.0806 0.0282 -0.148
C 1.181085 0.834709 -5.043791 0.0043 0.0560 -0.0333 -0.555
C 2.408496 1.747578 -4.957906 0.0079 0.0013 0.0170 -0.142
C 1.470010 -0.331577 -5.981838 0.0259 -0.0789 -0.0124 -0.125
H 4.555737 1.506303 4.103474 0.0295 -0.0001 -0.0124 0.074
H 5.114126 0.846368 2.556648 0.0227 0.0013 -0.0428 0.060
H 3.523140 0.391022 3.212278 0.0173 -0.0082 -0.0349 0.037
H 4.272789 3.224066 2.342310 -0.0221 0.0002 -0.0123 0.078
H 1.696638 1.965330 3.396475 -0.0064 0.0046 -0.0009 0.076
H 1.768543 3.610612 2.757194 0.0418 0.0071 0.0081 0.048
H 2.677222 3.193746 4.209645 0.0011 -0.0304 0.0046 0.071
H 1.847908 4.027508 0.686981 0.0091 0.0246 -0.0478 0.065
H 4.486878 4.182797 -0.844311 -0.0059 0.0031 -0.0062 0.072
H 4.268218 4.728123 0.817624 -0.0156 0.0027 0.0126 0.057
H 3.406167 5.538528 -0.493307 -0.0057 -0.0032 -0.0035 0.068
H 2.553571 2.877766 -2.054102 0.0202 0.0057 0.0237 0.049
H 1.656537 4.391895 -1.809660 -0.0032 -0.0007 0.0098 0.073
H 0.984970 2.833300 -1.296563 -0.0016 -0.0008 0.0245 0.038
H 5.810011 2.664021 0.997865 0.0325 -0.0127 -0.0005 0.087
H 7.870832 2.005915 -0.180138 0.0087 -0.0093 -0.0061 0.076
H 7.702949 0.411412 -2.096114 0.0000 0.0056 0.0027 0.086
H 5.538050 -0.469568 -2.793576 -0.0034 -0.0056 -0.0006 0.096
H 4.554980 -2.131339 -1.599120 -0.0006 -0.0011 0.0015 0.094
H 3.731854 -4.298911 -2.363682 0.0032 0.0042 0.0023 0.094
H 1.477526 -4.496961 -3.400051 0.0021 -0.0017 -0.0100 0.091
H 0.164385 -2.471635 -3.787697 0.0067 -0.0093 -0.0013 0.085
H -1.167732 -0.987901 -2.689560 -0.0364 -0.0346 -0.0087 0.088
H -1.584341 0.059150 -5.541875 0.0215 0.0053 0.0085 0.068
H -2.690917 -0.988500 -4.659066 -0.0003 -0.0030 0.0204 0.075
H -1.101974 -1.584775 -5.123143 -0.0294 0.0068 0.0345 0.047
H -1.976271 1.816337 -3.605627 0.0096 -0.0226 -0.0221 0.073
H -1.739789 1.293844 -1.942438 0.0164 -0.0270 -0.0004 0.047
H -3.060603 0.610609 -2.885430 -0.0009 -0.0023 -0.0021 0.078
H 0.346097 1.422502 -5.446323 -0.0094 -0.0004 0.0021 0.093
H 3.227991 1.240532 -4.440376 -0.0087 -0.0076 -0.0029 0.069
H 2.189065 2.657809 -4.398059 -0.0055 -0.0097 -0.0049 0.055
H 2.756870 2.026354 -5.958488 -0.0024 -0.0055 0.0015 0.065
H 2.328486 -0.902946 -5.622757 0.0102 0.0202 0.0114 0.076
H 1.705489 0.042986 -6.984659 0.0033 -0.0123 -0.0078 0.068
H 0.636484 -1.027964 -6.064125 0.0403 0.0580 -0.0169 0.048
S -0.451225 -3.683650 -0.234608 -0.1481 -0.4217 -0.0435 0.310
C -1.978708 -4.028616 0.582952 0.0814 0.0596 -0.0050 -0.760
C -2.386211 -5.367431 0.688389 0.0491 -0.0090 -0.0121 -0.188
C -3.566266 -5.755556 1.304201 -0.0286 0.0153 0.0056 -0.165
C -4.395678 -4.779199 1.845512 0.0064 -0.0207 -0.0023 -0.164
C -4.018508 -3.448546 1.752789 -0.0070 0.0276 0.0078 -0.187
C -2.830374 -3.029436 1.134870 0.0960 0.1272 0.0109 -0.762
S -2.472195 -1.302243 1.091000 -0.4769 -0.1919 0.0815 0.302
H -1.725499 -6.112109 0.257906 -0.0228 -0.0210 0.0085 0.067
H -3.834391 -6.806436 1.357513 0.0045 -0.0035 0.0018 0.070
H -5.326089 -5.047957 2.336835 -0.0012 -0.0034 -0.0014 0.071
H -4.650756 -2.673688 2.171978 -0.0168 -0.0185 0.0009 0.068
C 4.052351 -2.801023 3.893994 0.0377 -0.0489 0.0793 -0.184
P 2.585632 -2.446996 2.887054 -0.1783 0.1702 -0.0633 0.496
C 3.240109 -2.314163 1.218082 0.2084 -0.0959 -0.0664 -0.213
C 1.588640 -3.937239 2.938439 0.0178 -0.0260 0.0310 -0.176
O 1.876520 -1.213663 3.336243 0.0390 -0.0781 -0.0175 -0.399
H 4.561737 -3.699455 3.541707 -0.0004 -0.0010 0.0107 0.043
H 3.745775 -2.941144 4.931509 -0.0038 -0.0030 -0.0036 0.046
H 4.738707 -1.954784 3.843965 -0.0282 0.0242 -0.0275 0.041
H 3.878224 -3.164724 0.971272 0.0117 0.0116 0.0117 0.063
H 3.814972 -1.387417 1.134868 0.0105 -0.0109 -0.0207 0.053
H 2.439025 -2.290712 0.483963 0.1740 -0.3033 0.0816 -0.062
H 2.198830 -4.820603 2.738253 -0.0126 0.0020 -0.0152 0.053
H 0.801016 -3.876555 2.175834 0.0074 0.0356 -0.0137 -0.002
H 1.139465 -4.014154 3.929885 -0.0200 -0.0156 -0.0149 0.055
```
Positions in Å, forces in eV/Å.

Computed properties:
- maximum force (hartree/bohr) = 0.015
- multiplicity = 1
- charge = -2
- E_HOMO (eV) = -0.58

***

Molecular formula: C25H33CoN11O3S2
Method: DFT, the ωB97M-V functional and the def2-TZVPD basis

XYZ file:
```
75
Properties=species:S:1:pos:R:3:forces:R:3:lowdin_spin:R:1
Co -0.520413 -0.370411 -0.052951 0.5073 0.3367 0.3431 2.969
O 0.569887 2.415489 4.603049 -0.0168 0.1910 0.2617 0.002
C 1.651087 1.669789 4.352349 0.2104 -0.2754 -0.2467 0.001
C 2.671287 1.639589 5.307849 -0.1672 0.0856 0.0138 0.000
C 3.809987 0.890489 5.109349 -0.0999 0.0601 -0.0386 0.000
C 3.984587 0.159689 3.938649 0.0564 -0.0994 -0.1115 0.000
C 2.995487 0.180289 2.985549 -0.1023 0.0696 0.0886 0.000
C 1.816087 0.911789 3.176249 0.0215 0.0841 -0.0307 0.004
C 0.784887 0.813989 2.140949 -0.7019 0.6541 0.1724 0.008
O 1.034287 0.157989 1.079149 -0.2159 -0.7689 -0.8382 0.090
N -0.380313 1.408689 2.340249 0.6291 0.5811 1.4035 0.017
N -1.330313 1.102089 1.443349 -0.6730 -0.7303 -1.3930 0.081
C -2.451813 1.727489 1.504549 0.4404 0.1743 0.2874 0.006
S -3.811913 1.246089 0.523249 -0.4552 0.1737 0.0735 0.001
C -4.693413 2.841489 0.719349 0.2278 -0.2795 -0.1601 0.000
C -4.481913 3.326989 2.137149 0.2802 -0.1494 0.2107 0.001
S -2.720013 3.104089 2.574249 -0.0249 -0.1615 -0.1894 0.005
H -0.074213 2.315289 3.871549 0.0667 -0.1960 -0.0864 0.001
H 2.532787 2.216289 6.207349 -0.0168 0.0830 0.1399 0.000
H 4.574087 0.869689 5.870149 0.0809 0.0453 0.1101 0.000
H 4.877887 -0.423611 3.779049 0.0902 -0.0295 0.0182 0.000
H 3.095287 -0.383711 2.070749 0.0323 -0.0588 -0.0475 0.000
H -5.745813 2.670289 0.494149 0.0484 -0.0169 0.0134 0.000
H -4.277413 3.543189 -0.004251 -0.0718 0.0364 0.0411 0.000
H -5.086213 2.771989 2.856149 -0.0058 0.0528 -0.1112 0.000
H -4.694413 4.392689 2.223249 -0.0386 -0.0578 0.0272 0.000
N -2.061513 2.505389 -2.851151 0.2633 -0.0949 0.5220 0.001
C -1.455013 2.320789 -1.670851 0.0775 -0.1153 0.0062 0.002
N -1.360513 1.028589 -1.431951 0.0745 -0.1515 -0.5065 0.037
C -1.940213 0.446689 -2.529151 -0.0184 1.4862 0.2323 0.001
N -2.372313 1.334089 -3.397151 -0.3631 -0.8224 -0.5608 0.001
C -2.045813 -0.988411 -2.629251 -0.0895 -1.0107 -0.1049 0.001
C -2.901113 -1.648311 -3.516351 0.3325 0.4866 0.1187 0.001
N -2.943213 -2.962111 -3.576951 -0.1473 -0.3090 -0.0726 -0.001
C -2.168713 -3.642311 -2.743551 0.1397 0.0415 -0.0731 0.002
C -1.344013 -3.003311 -1.826551 0.1124 -0.0235 -0.0797 0.004
N -1.270013 -1.677611 -1.777051 -0.7135 0.4431 -0.2417 0.035
H -2.273513 3.363689 -3.338951 0.0240 -0.0441 0.0821 0.000
H -1.121713 3.115489 -1.035051 0.1125 0.1763 0.2033 0.000
H -3.541213 -1.099111 -4.189551 -0.0563 0.1653 -0.0373 0.000
H -2.203013 -4.717811 -2.836751 0.0656 -0.1019 0.1806 0.000
H -0.718413 -3.553311 -1.139851 0.0049 -0.0827 0.1084 0.001
C -2.820313 -3.152811 1.661049 0.5255 0.3582 -0.0111 0.009
C -1.392113 -2.638011 1.919049 -0.6599 -1.5457 0.6557 0.064
C -1.257513 -1.979611 3.303249 0.2301 0.2705 -0.4599 0.042
O -0.997913 -1.788111 0.922549 0.3678 1.0527 -0.4077 0.541
H -3.043913 -3.982811 2.321149 -0.0644 -0.1142 0.1396 0.001
H -2.907513 -3.492711 0.631549 -0.0489 -0.0920 -0.0744 0.000
H -3.541613 -2.356911 1.826449 -0.1250 0.1005 0.0230 0.000
H -0.708213 -3.508911 1.896249 -0.0438 0.2682 0.0512 0.014
H -2.012713 -1.207211 3.424849 -0.0755 0.0942 0.0048 0.000
H -0.273613 -1.524811 3.398749 0.0629 0.0150 0.0798 0.000
H -1.373613 -2.723811 4.083949 -0.0736 -0.1560 0.0062 0.004
C 1.101687 -0.058811 -3.207851 -0.1465 0.0114 -0.1537 0.001
N 2.319787 -0.096911 -3.985851 -0.1662 -0.0021 -0.4313 0.003
C 3.023487 -1.338711 -3.680351 0.0107 -0.0520 -0.0873 0.000
N 3.347787 -1.420411 -2.262651 0.1531 -0.4885 0.1017 0.002
C 2.118487 -1.376111 -1.496951 0.1555 -0.0676 0.0490 0.000
N 1.356787 -0.134811 -1.754251 -0.5006 -0.1212 0.4129 0.046
C 2.239887 1.001889 -1.412351 0.1830 0.2074 0.3070 0.001
N 3.468487 0.981289 -2.176251 0.2092 0.3730 0.0032 0.002
C 3.153187 1.034789 -3.596651 0.0541 0.0755 -0.0390 0.000
C 4.169687 -0.269611 -1.908251 0.1382 0.0590 0.1014 0.000
H 0.472787 -0.898311 -3.511651 0.0021 0.0099 0.0472 0.000
H 0.583887 0.878489 -3.431651 -0.0438 -0.0267 0.0675 0.000
H 3.942187 -1.384911 -4.267251 -0.0246 -0.0119 0.0183 0.000
H 2.383787 -2.182211 -3.955451 0.0695 0.0064 -0.0043 0.000
H 2.346887 -1.422411 -0.429951 -0.0242 0.0036 -0.0199 0.000
H 1.495787 -2.230911 -1.771951 -0.0120 -0.0139 -0.0034 0.000
H 2.477587 0.948089 -0.348851 -0.0815 0.0311 -0.1498 0.000
H 1.706987 1.936389 -1.614251 -0.0340 -0.0392 0.0097 0.000
H 4.079787 1.016589 -4.172351 -0.0299 0.0103 -0.0128 0.000
H 2.617287 1.962889 -3.817651 0.0631 -0.0357 0.0105 0.000
H 4.426487 -0.319811 -0.847951 0.0046 0.0009 -0.0225 0.000
H 5.087187 -0.290911 -2.498851 0.0048 -0.0285 0.0596 0.000
```
Positions in Å, forces in eV/Å.

Computed properties:
- maximum force (hartree/bohr) = 0.035
- multiplicity = 5
- charge = +1
- E_HOMO (alpha / beta) (eV) = -10.24 / -10.22

***

Molecular formula: C3H7N3O
Method: DFT, the ωB97M-V functional and the def2-TZVPD basis

XYZ file:
```
14
Properties=species:S:1:pos:R:3:forces:R:3:lowdin_charge:R:1
C 1.391755 0.279304 0.649400 -0.0046 -0.4574 0.0446 -0.006
C 0.488789 0.236792 -0.546579 -0.2653 1.1358 -0.2406 -0.416
N 1.027537 -0.161257 -1.704453 0.0796 -0.0164 0.3699 0.177
N -0.707405 0.794384 -0.618494 0.7895 -0.4095 -0.7466 0.077
C -1.641544 0.529091 0.285798 -0.5591 -1.7294 0.5095 -0.351
N -1.526638 -1.251479 0.628406 -0.0997 1.6147 -0.0409 0.063
O -1.415233 0.017220 1.503924 0.5456 -0.1977 0.3878 -0.175
H 2.163995 -0.486954 0.584741 0.0397 0.0173 0.0238 0.080
H 0.814491 0.139365 1.557437 -0.0348 0.0128 -0.0229 0.074
H 1.871227 1.259071 0.684825 -0.0541 0.0116 -0.0552 0.094
H 0.435986 -0.168894 -2.520917 0.1257 0.0154 0.0404 0.118
H 1.983309 -0.474527 -1.746749 -0.1692 -0.0142 -0.1096 0.110
H -2.600281 1.022562 0.124421 -0.0229 -0.3820 0.0510 0.126
H -2.285990 -1.734678 1.118240 -0.3703 0.3991 -0.2111 0.028
```
Positions in Å, forces in eV/Å.

Computed properties:
- maximum force (hartree/bohr) = 0.037
- SMILES string = C/C(N)=N\[C@H]1NO1
- multiplicity = 1
- charge = 0
- E_HOMO (eV) = -8.06